[1]
Computed, not measured: a molecular structure, C29H29AsN3PdSTe in a non-equilibrium geometry, with wB97M-V/def2-TZVPD.

Its net charge is +3. As for the strongest force on any atom: 3.41 eV/A. The spin multiplicity is 5. The value obtained for the LUMO energy (spin up / spin down) is -8.55 / -11.58 eV. As for the total energy: -4315.52858 Ha. For the HOMO-LUMO gap (spin up / spin down), the calculation gives 0.259 / 0.162 hartree.

The geometry in XYZ format:
```
65
Properties=species:S:1:pos:R:3:forces:R:3
Pd 0.221641 -0.219222 -0.015388 1.420 0.656 -2.115
C 0.992233 -0.530182 -4.346975 -1.641 -1.667 0.941
C 0.838952 -0.090239 -3.002169 -0.131 -0.064 -0.271
N 0.129116 -0.774421 -2.073573 0.547 1.408 -1.602
C -0.494044 -1.934067 -2.380877 0.467 -1.337 -0.625
C -0.353802 -2.539850 -3.699689 0.819 2.520 1.999
C 0.322650 -1.735598 -4.681003 0.549 1.004 0.429
C -0.653696 -3.883681 -3.784048 -1.546 -1.750 0.309
C -1.181706 -4.637165 -2.676726 0.660 0.550 -1.620
C -1.424900 -4.042097 -1.429142 0.518 0.689 -0.213
C -1.091643 -2.674367 -1.266954 0.919 0.234 -0.953
N -0.949793 -1.987109 -0.094348 -1.228 -0.567 0.612
C -1.601378 -2.166501 1.062379 1.437 -0.235 1.352
C -2.783769 -2.899654 1.316767 2.319 1.565 0.261
C -3.218253 -2.918196 2.608067 -0.483 -1.176 1.251
C -2.486259 -2.447191 3.666267 0.478 0.525 1.431
C -1.278091 -1.685753 3.540756 -0.312 -0.219 0.685
C -0.630547 -0.934952 4.605309 -0.787 -1.201 0.066
C 0.156682 0.135381 4.279071 0.361 0.308 2.028
C 0.238902 0.467435 2.945725 1.339 0.057 -1.804
N -0.232033 -0.310188 1.962580 0.872 -0.371 1.512
C -0.847953 -1.492068 2.239668 -2.918 1.059 -1.407
H 1.572457 0.017310 -5.085149 -0.237 -0.016 0.220
H 1.291751 0.881640 -2.687810 -0.413 -1.072 -0.138
H 0.337323 -2.039666 -5.717340 0.135 -0.352 -0.052
H -0.522214 -4.329052 -4.775413 -0.025 -0.315 0.550
H -1.326083 -5.710587 -2.881831 -0.104 0.666 0.491
H -1.708563 -4.609467 -0.539764 -0.053 -0.006 -0.506
H -3.347366 -3.391838 0.594950 -0.688 -0.573 -1.446
H -4.104355 -3.507440 2.805535 -0.196 0.302 0.225
H -2.876995 -2.510301 4.673663 -0.162 -0.306 -0.009
H -0.767565 -1.225657 5.668898 -0.142 0.241 -0.911
H 0.673592 0.715483 5.107230 -0.724 -0.643 -1.407
H 0.889501 1.277839 2.560986 -0.758 -0.213 0.606
C -2.826576 2.852271 -1.222922 0.542 -0.263 -0.430
Te -2.400454 1.281525 0.330926 -0.521 1.898 -0.702
C -1.632349 3.002625 1.420556 -0.893 -0.913 0.600
C -1.918213 4.212011 0.631298 -0.032 1.837 -0.950
C -1.618332 5.454266 1.187479 -0.373 -1.031 -0.105
C -1.814768 6.575593 0.422755 0.732 0.539 0.632
C -2.181876 6.526934 -0.889967 -0.196 0.121 -1.708
C -2.482149 5.308226 -1.512254 0.162 1.005 -0.565
C -2.402467 4.210962 -0.684761 0.042 -2.497 0.564
H -3.901087 2.855843 -1.496364 0.653 -0.504 0.118
H -2.155436 2.586485 -2.070765 -0.821 -0.139 0.301
H -0.588753 2.770090 1.560431 0.477 0.098 -0.043
H -2.098695 3.076835 2.419604 0.114 -0.397 -0.369
H -1.254475 5.484461 2.195891 0.164 0.348 0.337
H -1.528855 7.521197 0.824330 -0.047 0.560 0.333
H -2.162605 7.461311 -1.459966 -0.221 -0.427 0.129
H -2.693215 5.249408 -2.626217 0.022 -0.017 1.704
C 5.046049 -0.607750 1.781803 0.200 -0.804 0.727
As 4.080288 -0.581607 0.140819 -0.999 -0.613 0.368
C 3.305928 -2.380981 0.007490 0.222 -0.098 -1.691
C 5.295288 -0.094350 -1.251560 0.603 -0.463 -0.755
S 2.297365 0.906931 0.171948 1.230 -0.827 0.391
H 6.048593 -0.266569 1.603868 0.543 0.142 -0.254
H 5.105451 -1.618096 2.279831 -0.372 1.010 -0.769
H 4.603651 0.108405 2.435304 -0.377 0.413 0.725
H 3.889875 -3.185629 0.517617 -0.363 0.959 -0.271
H 3.269931 -2.604519 -1.102932 -0.078 0.066 1.250
H 2.278933 -2.293957 0.373377 0.209 -0.196 0.079
H 4.807110 -0.336773 -2.231951 0.589 0.659 0.801
H 6.238752 -0.699343 -1.161777 -0.999 0.266 0.073
H 5.609327 0.955620 -1.093547 -0.500 -0.430 -0.409
```
Forces are in eV/Å.

Atom charges from the Mulliken analysis, given in e for atoms 1 to 2: atom 1 (Pd): 0.24, atom 2 (C): -0.91

***

[2]
Computed, not measured: 2 unconnected molecules or ions with the total composition C4H11NO3 in a non-equilibrium geometry, with wB97M-V/def2-TZVPD.

As for the strongest force on any atom: 2.32 eV/A. The value obtained for the LUMO energy is 0.68 eV. Its SMILES is O=CCCNCO.O. As for the total energy: -439.44478 Ha. For the HOMO-LUMO gap, the calculation gives 0.369 hartree.

The geometry in XYZ format:
```
19
Properties=species:S:1:pos:R:3:forces:R:3
C 0.908882 -0.048761 -0.596277 0.103 0.037 -1.608
C -0.173316 0.693548 -1.437099 0.725 -0.300 2.183
C -0.445175 2.080368 -0.864405 -0.238 -0.133 -1.510
O -1.323084 2.759891 -1.320643 0.007 0.325 0.405
N 0.320836 -0.951906 0.347501 -0.041 -0.391 1.090
C 1.136147 -1.915525 1.049730 -1.077 0.628 -0.505
O 1.590061 -2.914710 0.149504 0.442 -0.763 0.286
H 1.537433 0.668595 -0.063983 0.029 0.101 0.067
H 1.558187 -0.512116 -1.359038 0.043 -0.331 0.489
H 0.160628 0.706814 -2.465610 -0.309 0.384 -0.266
H -1.112791 0.152141 -1.323387 -0.089 -0.029 -0.438
H 0.245565 2.462767 -0.090113 -0.067 -0.065 0.227
H -0.540699 -1.399995 0.066282 0.091 0.221 -0.360
H 0.440812 -2.348241 1.776066 0.418 -0.117 0.256
H 1.964202 -1.396069 1.534541 0.101 -0.080 0.064
H 1.841298 -3.716070 0.650549 -0.157 0.667 -0.372
H -2.029904 1.053025 2.813331 -0.184 0.009 -0.108
H -1.061068 0.824687 1.697600 1.154 -0.325 -0.378
O -1.987913 0.862755 1.868942 -0.950 0.163 0.478
```
Forces are in eV/Å.

Atom charges from the Mulliken analysis, given in e for atoms 1 to 2: atom 1 (C): -0.65, atom 2 (C): -0.42

***

[3]
Computed, not measured: a molecular structure, C4H8O2, with wB97M-V/def2-TZVPD.

As for the strongest force on any atom: 0.31 eV/A. The value obtained for the LUMO energy is 0.95 eV. As for the total energy: -307.51152 Ha. For the HOMO-LUMO gap, the calculation gives 0.303 hartree.

The geometry in XYZ format:
```
14
Properties=species:S:1:pos:R:3:forces:R:3
C -1.374136 -0.044775 1.052345 -0.209 -0.001 0.034
C -0.283862 -0.878533 -0.857336 0.069 -0.094 -0.037
O -0.102866 0.286749 -1.467016 -0.120 -0.081 0.044
C 1.071109 0.890301 -0.829927 0.161 0.143 0.058
C 1.276592 -0.072306 0.331567 0.275 0.135 0.035
O 0.745874 -1.288667 -0.198283 -0.206 -0.035 -0.081
H -1.703496 -1.023897 1.416001 0.062 0.114 -0.076
H -2.099826 0.333960 0.324570 0.098 -0.076 0.104
H -1.424915 0.643418 1.908739 0.085 -0.072 -0.126
H -1.009007 -1.572910 -1.260349 0.062 0.085 0.071
H 1.856353 0.953228 -1.597993 -0.101 -0.028 0.118
H 0.801444 1.898490 -0.500098 0.050 -0.131 -0.041
H -0.034226 0.106515 0.962641 -0.106 0.006 -0.032
H 2.280956 -0.231568 0.715141 -0.120 0.036 -0.071
```
Forces are in eV/Å.

Atom charges from the Mulliken analysis, given in e for atoms 1 to 2: atom 1 (C): -1.05, atom 2 (C): 0.02

***

[4]
Computed, not measured: a molecular structure, C31H35MoNO2Si, with wB97M-V/def2-TZVPD.

Its net charge is +2. As for the strongest force on any atom: 0.50 eV/A. The spin multiplicity is 3. The value obtained for the LUMO energy (spin up / spin down) is -6.63 / -7.19 eV. As for the total energy: -1764.69943 Ha. For the HOMO-LUMO gap (spin up / spin down), the calculation gives 0.270 / 0.257 hartree.

The geometry in XYZ format:
```
71
Properties=species:S:1:pos:R:3:forces:R:3
Mo -1.283306 -0.455430 0.271366 0.252 0.430 -0.042
C -3.471138 0.866067 0.449470 0.282 -0.284 -0.277
Si -2.631098 1.355247 2.125454 -0.141 0.135 0.121
C -2.164610 3.159681 2.094030 -0.068 -0.226 -0.004
C -3.711238 0.836361 3.548213 0.126 0.045 -0.196
N -1.189042 0.331671 1.981638 -0.224 -0.133 -0.096
C -0.055132 0.112589 2.784527 0.305 -0.182 -0.019
C 0.182051 0.684003 4.028428 -0.105 -0.012 -0.069
C 1.352827 0.379496 4.706043 0.035 0.003 0.043
C 2.289905 -0.482549 4.154419 -0.003 0.017 0.029
C 2.076945 -1.058273 2.908083 -0.076 -0.055 -0.158
C 0.905899 -0.747082 2.252575 0.065 0.155 0.334
O 0.563193 -1.227262 0.971361 -0.091 0.040 -0.023
C 1.272891 -2.329200 0.410711 0.154 -0.163 -0.168
C 2.124788 -2.068465 -0.644803 -0.083 0.063 0.086
C 2.792215 -3.137944 -1.226594 0.014 -0.008 -0.016
C 2.600074 -4.422606 -0.741186 0.014 -0.018 -0.011
C 1.741003 -4.651715 0.326195 0.007 -0.011 -0.006
C 1.060425 -3.597509 0.915491 -0.061 0.124 0.046
H -3.739803 1.783720 -0.076974 0.014 0.047 0.055
H -4.381520 0.303806 0.660504 -0.001 0.006 0.046
H -3.045860 0.262693 -0.415280 -0.261 0.222 0.141
H -3.058930 3.786330 2.098883 -0.020 -0.016 0.011
H -1.586978 3.416609 1.203556 0.003 -0.043 -0.014
H -1.572195 3.434674 2.968299 -0.006 -0.023 0.027
H -4.608658 1.456778 3.593806 0.003 0.020 -0.018
H -3.192205 0.944922 4.502249 0.022 0.038 -0.009
H -4.027643 -0.204385 3.457736 0.033 -0.002 -0.045
H -0.547165 1.353829 4.466558 -0.005 0.004 -0.001
H 1.534845 0.817461 5.677521 -0.010 0.005 -0.002
H 3.196676 -0.712970 4.695501 0.003 -0.003 -0.003
H 2.798277 -1.733494 2.468118 0.004 0.004 0.004
H 2.271303 -1.054346 -0.996316 0.003 -0.005 -0.004
H 3.467470 -2.964465 -2.053034 -0.001 0.008 -0.001
H 3.124931 -5.252007 -1.194780 0.000 0.000 0.000
H 1.598107 -5.656151 0.699880 -0.011 0.003 0.011
H 0.381786 -3.753599 1.743725 0.000 -0.007 -0.001
C -3.573443 -4.690780 0.516483 -0.012 -0.003 0.024
C -3.325007 -4.175055 -0.750090 0.014 0.019 0.015
C -2.646638 -2.974127 -0.892300 0.050 0.142 -0.129
C -2.184228 -2.290934 0.237386 -0.047 0.033 0.192
C -2.415696 -2.839787 1.505791 -0.060 -0.007 0.327
C -3.125666 -4.020383 1.649015 0.042 -0.085 -0.137
H -4.118925 -5.618967 0.621284 -0.002 0.000 -0.008
H -3.672106 -4.705253 -1.626468 0.005 0.008 -0.013
H -2.480557 -2.577665 -1.889546 -0.009 -0.009 -0.010
H -2.050967 -2.341076 2.400328 -0.026 -0.033 -0.016
H -3.319571 -4.424079 2.633770 0.015 0.003 0.004
C 3.178703 4.255273 -5.327839 0.011 0.015 -0.032
C 2.497796 3.483795 -4.249775 -0.003 -0.019 0.102
C 1.438420 2.622380 -4.543087 -0.041 -0.046 -0.010
C 0.779639 1.914006 -3.563109 -0.052 0.003 -0.090
C -0.346437 1.006565 -3.956423 0.003 -0.001 -0.010
C 1.205425 2.078037 -2.206444 -0.129 -0.086 0.107
C 0.599676 1.415222 -1.132175 0.415 -0.022 -0.052
O -0.379629 0.600379 -1.202686 -0.348 -0.246 -0.050
C 2.300856 2.949679 -1.895141 0.079 0.093 0.062
C 2.799462 3.156915 -0.489150 -0.007 -0.004 0.010
C 2.912715 3.628089 -2.918680 0.000 -0.023 -0.018
H 2.891387 3.910483 -6.317933 0.006 0.010 -0.004
H 4.262190 4.191744 -5.224438 0.001 -0.007 0.001
H 2.914551 5.312341 -5.241176 -0.007 0.002 -0.005
H 1.129091 2.509677 -5.574432 -0.011 -0.014 0.005
H -0.478655 1.023260 -5.035188 -0.005 0.000 -0.002
H -1.282314 1.315372 -3.488663 -0.004 -0.001 -0.005
H -0.154321 -0.021734 -3.646149 0.004 0.009 -0.012
H 1.021417 1.577955 -0.136385 -0.052 0.085 -0.037
H 2.033915 3.603499 0.147859 0.003 -0.001 0.015
H 3.651009 3.832124 -0.495260 -0.004 0.008 -0.001
H 3.129379 2.224920 -0.026255 -0.003 -0.002 -0.004
H 3.739441 4.291644 -2.698497 0.004 -0.001 0.007
```
Forces are in eV/Å.

Atom charges from the Mulliken analysis, given in e for atoms 1 to 2: atom 1 (Mo): -0.79, atom 2 (C): -0.89